(1)
{
  "formula": "C7H7AlO5S",
  "method": "ωB97M-V with the def2-TZVPD basis set",
  "lumo_energy_ev": [-11.23, -10.56],
  "spin_multiplicity": 1,
  "total_charge": 2,
  "relative_energy_kcal_mol": 118.3,
  "symbols": ["O", "C", "Al", "O", "C", "C", "O", "C", "O", "C", "O", "H", "C", "S", "C", "H", "H", "H", "H", "H", "H"],
  "xyz": [[-1.351235, -4.776839, -1.204504], [-1.272216, -4.199421, -2.190440], [0.723989, -0.217540, 0.344757], [3.326874, -1.033955, -1.204581], [2.180170, -0.631132, -1.260125], [1.962216, 1.447194, -0.215531], [2.900342, 2.136279, -0.281469], [0.751663, 0.813643, -3.239625], [-0.360880, 1.065781, -3.522269], [1.528056, -0.430930, -2.686945], [1.746567, -1.212054, -3.612163], [0.114711, -1.106565, 1.337772], [-0.439959, 1.795778, 2.564041], [-0.702555, -0.034547, 2.387449], [-2.234880, -0.000178, 1.347037], [0.218410, 2.261549, 1.808501], [-0.007825, 1.909922, 3.568813], [-1.458060, 2.210535, 2.539099], [-2.723994, -0.972540, 1.483163], [-2.856163, 0.803473, 1.762882], [-2.045233, 0.171556, 0.274130]],
  "atomic_forces_ev_per_a": [[0.2, 1.3, -2.2], [-0.1, -1.3, 2.2], [2.1, 0.4, -3.5], [-3.4, 1.0, -0.7], [2.7, -1.0, 2.2], [4.0, 4.1, 0.9], [-4.2, -3.1, 0.0], [-5.8, 1.5, -1.0], [5.1, -0.8, 1.1], [2.1, -4.1, -5.4], [-1.0, 2.8, 3.6], [-0.1, -2.4, 0.1], [0.1, 0.1, 0.6], [-2.4, 2.0, 2.2], [0.4, -0.5, 0.3], [-0.4, -0.2, 0.2], [-0.1, 0.1, -0.4], [0.5, 0.1, -0.1], [0.1, 0.3, -0.1], [0.2, -0.3, -0.2], [0.1, 0.0, 0.2]],
  "nbo_charge": [-0.489, 0.493, 1.374, -0.321, 0.064, 0.367, -0.262, 0.690, -0.232, 0.303, -0.237, -0.196, -0.710, 0.294, -0.728, 0.221, 0.292, 0.279, 0.289, 0.285, 0.224]
}



(2)
{
  "formula": "C14H25NO5PS",
  "method": "ωB97M-V with the def2-TZVPD basis set",
  "lumo_energy_ev": -4.83,
  "spin_multiplicity": 1,
  "total_charge": 1,
  "symbols": ["C", "C", "C", "C", "C", "C", "O", "N", "P", "O", "O", "S", "H", "H", "H", "H", "H", "H", "H", "H", "H", "C", "C", "C", "O", "C", "H", "H", "H", "H", "H", "H", "H", "H", "C", "C", "C", "O", "C", "H", "H", "H", "H", "H", "H", "H", "H"],
  "xyz": [[4.715635, 0.490522, 2.004781], [3.996878, 1.819068, 1.813323], [4.349718, 2.829811, 2.673520], [3.747098, 4.098463, 2.575068], [2.815958, 4.305330, 1.565685], [2.490458, 3.269180, 0.718593], [1.586619, 3.526975, -0.244201], [3.043842, 2.033973, 0.835428], [2.606026, 0.677420, -0.215899], [1.353817, 0.996434, -1.157875], [2.113120, -0.534565, 0.749812], [4.057086, 0.144002, -1.342300], [4.022658, -0.293347, 2.345225], [5.288424, 0.179395, 1.124427], [5.439056, 0.604103, 2.825400], [5.101546, 2.663630, 3.443421], [4.001874, 4.895277, 3.273514], [2.318466, 5.265669, 1.431938], [2.005578, 3.582722, -1.120099], [0.886239, 0.183900, -1.415175], [1.704430, -0.128028, 1.539395], [-2.675773, -1.173907, 0.907614], [-1.889197, 0.109524, 1.118701], [-1.820935, 0.192138, 2.636672], [-1.822866, -1.151453, 3.119370], [-2.163405, -2.041792, 2.044834], [-2.527893, -1.626254, -0.068846], [-3.743482, -0.979858, 1.035849], [-0.880237, -0.001328, 0.703320], [-2.349209, 0.987515, 0.665361], [-2.698559, 0.701787, 3.046292], [-0.923796, 0.707132, 2.993504], [-1.256164, -2.582230, 1.753410], [-2.901426, -2.765303, 2.389428], [-3.628558, -2.826625, -4.323043], [-2.842393, -1.537393, -4.131733], [-2.766989, -1.441385, -2.615755], [-2.763232, -2.781252, -2.118247], [-3.106539, -3.682626, -3.180659], [-3.485542, -3.288073, -5.298785], [-4.695798, -2.634093, -4.189698], [-1.838897, -1.648510, -4.550961], [-3.307581, -0.665745, -4.590303], [-3.645173, -0.931396, -2.204729], [-1.869096, -0.920990, -2.270338], [-2.200449, -4.223679, -3.471488], [-3.841337, -4.404138, -2.823752]],
  "atomic_forces_ev_per_a": [[-0.1, 0.1, 0.4], [1.0, -0.9, 0.5], [-0.4, 1.2, 0.1], [-0.1, -0.6, -0.2], [0.2, 0.3, 0.7], [-0.3, 1.0, -0.5], [0.4, -0.4, 0.0], [-0.6, 0.2, 0.7], [1.0, -3.2, -2.9], [-0.2, 0.9, 1.4], [0.1, 2.3, 0.4], [0.0, 0.5, 0.6], [0.3, 0.1, -0.5], [-0.5, 0.0, 0.1], [-0.3, 0.2, -0.3], [-0.2, -0.1, -0.3], [0.0, -0.2, -0.2], [0.1, -0.4, -0.1], [-0.2, -0.2, 0.0], [0.0, 0.1, 0.1], [-0.3, -0.7, 0.0], [-0.2, 0.0, 0.0], [0.1, 0.1, -0.1], [-0.2, -0.1, 0.1], [0.1, 0.1, -0.2], [0.2, -0.1, 0.0], [0.0, -0.1, 0.1], [0.0, 0.0, 0.0], [0.0, 0.0, 0.0], [0.0, 0.0, 0.0], [0.1, 0.1, 0.0], [0.0, 0.0, 0.1], [-0.1, -0.1, -0.1], [0.0, 0.0, 0.1], [-0.2, 0.0, 0.0], [0.2, 0.0, -0.1], [-0.2, 0.0, 0.0], [0.0, 0.1, -0.1], [0.2, -0.1, 0.0], [0.0, 0.0, 0.0], [0.0, 0.0, 0.0], [0.0, 0.0, 0.0], [0.0, 0.0, 0.0], [0.1, 0.1, 0.0], [0.0, 0.0, 0.1], [0.0, 0.0, 0.0], [0.0, 0.0, 0.1]],
  "nbo_charge": [-0.681, 0.296, -0.240, -0.043, -0.280, 0.568, -0.647, -0.641, 1.897, -0.975, -0.937, -0.475, 0.256, 0.285, 0.251, 0.260, 0.257, 0.273, 0.522, 0.546, 0.507, -0.432, -0.430, -0.065, -0.537, -0.069, 0.240, 0.209, 0.164, 0.223, 0.178, 0.157, 0.162, 0.197, -0.431, -0.431, -0.066, -0.550, -0.066, 0.226, 0.207, 0.200, 0.223, 0.172, 0.159, 0.168, 0.193]
}



(3)
{
  "formula": "C31H56N2O9S",
  "method": "ωB97M-V with the def2-TZVPD basis set",
  "lumo_energy_ev": -0.12,
  "spin_multiplicity": 1,
  "relative_energy_kcal_mol": 0.0,
  "symbols": ["C", "C", "N", "C", "C", "O", "O", "C", "C", "O", "C", "C", "O", "C", "C", "O", "C", "C", "C", "S", "C", "N", "C", "C", "C", "C", "C", "H", "H", "H", "H", "H", "H", "H", "H", "H", "H", "H", "H", "H", "H", "H", "H", "H", "H", "H", "H", "H", "H", "H", "H", "H", "H", "H", "H", "H", "H", "H", "H", "C", "C", "O", "C", "H", "H", "H", "H", "H", "H", "C", "C", "O", "C", "H", "H", "H", "H", "H", "H", "C", "C", "O", "C", "H", "H", "H", "H", "H", "H", "C", "C", "O", "C", "H", "H", "H", "H", "H", "H"],
  "xyz": [[2.327666, 1.517563, 3.451533], [1.896352, 1.266152, 2.367933], [1.666045, 1.189248, 1.023301], [0.875642, 2.050445, 0.434335], [0.169256, 3.150980, 1.176902], [0.686764, 4.258324, 0.950976], [-0.780257, 2.843809, 1.896575], [0.884934, 1.767699, -1.020000], [-0.351424, 2.112586, -1.870474], [-1.541399, 2.073470, -1.135428], [-2.154217, 3.355582, -0.984046], [-3.410471, 3.137670, -0.171641], [-4.178647, 2.124194, -0.828391], [-4.290123, 0.946335, -0.061751], [-5.255484, 0.000035, -0.747822], [-4.687390, -0.823529, -1.748611], [-3.611437, -1.630133, -1.317670], [-3.826437, -2.423869, -0.016676], [1.600715, 0.419895, -1.240096], [0.409062, -0.995338, -1.245058], [2.511123, 0.362307, -2.517037], [2.055305, -0.570627, -3.547570], [1.337285, 0.069914, -4.652562], [2.279097, 0.187876, 0.149522], [3.806401, 0.085371, 0.273876], [4.238150, -1.373823, 0.420629], [3.903133, -1.955820, 1.808087], [2.752149, 1.766359, 4.391308], [1.640054, 2.492741, -1.377699], [-0.204265, 3.114359, -2.279405], [-0.379971, 1.433487, -2.726578], [-1.487401, 4.066032, -0.489039], [-2.411785, 3.774693, -1.963860], [-3.966967, 4.066303, -0.074574], [-3.088778, 2.746825, 0.795899], [-4.741697, 1.218135, 0.904047], [-3.320542, 0.496173, 0.169349], [-5.989066, 0.622888, -1.259021], [-5.826854, -0.561621, -0.002676], [-2.678390, -1.058983, -1.252364], [-3.454673, -2.355846, -2.118367], [-3.245676, -1.952689, 0.776290], [-3.435368, -3.431119, -0.152452], [-4.869620, -2.502702, 0.271794], [-0.591273, -0.648998, -2.072375], [3.505521, 0.024095, -2.240068], [2.570518, 1.375818, -2.927804], [2.899758, -0.985268, -3.916640], [1.476636, -0.524114, -5.552386], [0.267786, 0.061733, -4.428031], [1.637892, 1.106256, -4.835138], [1.927368, -0.786349, 0.493070], [4.327594, 0.539894, -0.567937], [4.129714, 0.644583, 1.154014], [3.715696, -1.984897, -0.322601], [5.299533, -1.491089, 0.207590], [4.571980, -2.759445, 2.095727], [3.910294, -1.154139, 2.546448], [2.883224, -2.346359, 1.785625], [5.201750, 1.279794, 6.222194], [5.836989, -0.047575, 5.881867], [5.722619, -0.534497, 4.781999], [6.617578, -0.733587, 6.975954], [4.680364, 1.655849, 5.346671], [4.489195, 1.156198, 7.039268], [5.967580, 2.000365, 6.511683], [5.966461, -0.940953, 7.826476], [7.443827, -0.099200, 7.300314], [7.018037, -1.671786, 6.599495], [-5.182024, 8.129417, -0.037569], [-3.993803, 7.219673, 0.158512], [-4.027933, 6.055796, -0.168060], [-2.759029, 7.822083, 0.780744], [-5.996117, 7.569007, -0.491550], [-5.514188, 8.522350, 0.924463], [-4.912599, 8.958977, -0.692956], [-2.990877, 8.202103, 1.776862], [-2.388712, 8.639264, 0.159415], [-1.985765, 7.060804, 0.864195], [-3.763816, -4.783865, -4.617130], [-3.430385, -5.482172, -3.320577], [-4.237524, -5.575529, -2.427717], [-2.038448, -6.056828, -3.191660], [-4.787305, -4.418896, -4.577284], [-3.091713, -3.937848, -4.770369], [-3.665782, -5.478980, -5.452607], [-1.295926, -5.262353, -3.287056], [-1.868539, -6.804642, -3.967703], [-1.931500, -6.527506, -2.216741], [2.020379, -6.507519, 1.001298], [2.217135, -5.230209, 0.221035], [3.311274, -4.885358, -0.161803], [0.988309, -4.400307, -0.059622], [2.979552, -7.003263, 1.132192], [1.598791, -6.284426, 1.982594], [1.346119, -7.174796, 0.462267], [0.527119, -4.087724, 0.879322], [0.271156, -4.978303, -0.645323], [1.274721, -3.516628, -0.624075]],
  "atomic_forces_ev_per_a": [[0.0, -0.1, 0.0], [0.8, 0.2, -0.3], [-0.9, 0.7, 0.4], [-0.2, -1.1, -0.4], [-0.6, 1.2, 0.8], [0.4, -0.4, -0.5], [0.2, -0.6, -0.3], [0.9, 0.9, -1.2], [0.0, 0.3, 0.4], [0.3, -0.1, -0.2], [-0.4, 0.2, 0.0], [0.5, -0.8, -0.2], [-0.1, 0.2, -0.1], [-0.7, 0.3, 0.4], [0.0, 0.4, -0.2], [-0.1, -0.1, 0.2], [0.0, -0.7, -0.2], [0.6, 0.3, -0.2], [-0.9, -0.5, 0.3], [-0.3, -0.1, 0.5], [-0.6, -0.3, 0.2], [0.7, 0.7, -0.3], [-0.4, -0.4, 0.4], [0.8, -1.3, -0.2], [0.2, 0.3, 0.0], [-0.1, -0.4, 0.1], [-0.5, 0.5, -0.5], [-0.2, -0.1, 0.2], [0.0, 0.1, 0.2], [0.0, 0.0, 0.0], [-0.1, -0.1, 0.0], [0.0, -0.1, 0.1], [0.0, -0.2, -0.1], [0.0, -0.4, 0.0], [-0.1, 0.3, 0.2], [0.0, -0.1, 0.1], [0.1, 0.0, -0.2], [0.0, 0.0, -0.1], [0.3, -0.3, 0.0], [-0.1, 0.2, 0.1], [-0.1, 0.1, -0.2], [-0.3, -0.1, 0.3], [0.0, -0.1, 0.0], [-0.1, 0.0, 0.0], [0.3, 0.3, -0.2], [0.0, 0.2, 0.2], [0.2, 0.1, 0.1], [-0.1, -0.2, -0.1], [0.0, 0.1, -0.1], [-0.1, 0.1, -0.1], [0.1, 0.0, -0.1], [-0.1, 0.1, 0.3], [-0.1, 0.2, 0.0], [0.0, 0.0, 0.1], [0.1, 0.0, -0.2], [0.1, 0.2, 0.0], [0.1, 0.0, 0.0], [0.3, -0.2, 0.2], [0.0, -0.1, 0.2], [-0.1, -0.1, -0.2], [0.0, 0.0, 0.0], [0.0, 0.0, 0.0], [0.0, -0.2, -0.2], [0.1, 0.0, 0.0], [0.1, 0.1, 0.1], [0.0, 0.0, 0.2], [0.1, 0.1, 0.1], [-0.1, 0.0, 0.1], [0.0, 0.0, 0.0], [-0.1, -0.2, -0.1], [0.1, 0.0, 0.0], [-0.1, 0.4, -0.1], [0.1, -0.3, 0.0], [0.0, 0.0, 0.0], [0.1, 0.1, 0.0], [0.0, 0.1, 0.1], [0.0, 0.1, -0.1], [-0.1, 0.1, 0.1], [0.0, 0.0, 0.0], [-0.2, 0.0, 0.1], [0.0, 0.0, 0.0], [0.0, 0.0, 0.1], [-0.1, 0.0, 0.2], [0.0, 0.0, 0.0], [0.1, -0.1, -0.1], [0.1, 0.1, 0.0], [0.0, 0.0, -0.1], [0.1, 0.1, -0.1], [0.0, 0.0, 0.0], [0.3, 0.0, 0.0], [0.0, 0.0, 0.0], [0.0, 0.0, 0.0], [0.3, 0.1, -0.1], [0.0, 0.0, 0.0], [-0.1, 0.0, 0.0], [-0.1, 0.0, 0.1], [-0.1, -0.1, 0.0], [-0.1, 0.0, 0.1], [0.0, 0.0, 0.0]],
  "lowdin_charge": [0.213, -0.067, 0.058, 0.038, -0.711, 0.039, 0.058, -0.175, -0.158, -0.120, -0.167, -0.160, -0.124, -0.203, -0.188, -0.128, -0.269, -0.057, -0.524, 0.898, -0.192, -0.148, -0.120, -0.254, -0.137, -0.231, -0.081, 0.031, 0.171, 0.134, 0.103, 0.117, 0.134, 0.092, 0.114, 0.131, 0.119, 0.130, 0.112, 0.074, 0.103, 0.072, 0.064, 0.074, -0.120, 0.106, 0.117, 0.100, 0.080, 0.061, 0.079, 0.087, 0.103, 0.116, 0.099, 0.110, 0.077, 0.056, 0.062, -0.019, -0.501, 0.067, -0.023, 0.051, 0.090, 0.088, 0.086, 0.085, 0.082, -0.022, -0.480, 0.063, -0.013, 0.081, 0.085, 0.084, 0.086, 0.085, 0.084, -0.025, -0.512, 0.068, -0.026, 0.084, 0.083, 0.083, 0.080, 0.084, 0.077, -0.023, -0.502, 0.064, -0.032, 0.081, 0.086, 0.084, 0.091, 0.079, 0.017]
}



(4)
{
  "formula": "CClNO",
  "method": "ωB97M-V with the def2-TZVPD basis set",
  "lumo_energy_ev": 0.45,
  "spin_multiplicity": 1,
  "smiles": "ClC1=NO1",
  "relative_energy_kcal_mol": 43.9,
  "symbols": ["Cl", "C", "N", "O"],
  "xyz": [[-1.749944, 0.008334, 0.000272], [-0.135743, -0.122073, -0.002168], [0.946517, -0.718223, 0.001276], [0.939170, 0.831963, 0.000620]],
  "atomic_forces_ev_per_a": [[-0.8, -0.2, 0.0], [3.4, 1.6, 0.0], [-0.8, -1.6, 0.0], [-1.8, 0.1, 0.0]],
  "nbo_charge": [0.184, 0.337, -0.109, -0.412]
}



(5)
{
  "formula": "C5H8O",
  "method": "ωB97M-V with the def2-TZVPD basis set",
  "lumo_energy_ev": 0.97,
  "spin_multiplicity": 1,
  "smiles": "O=C1CCCC1",
  "relative_energy_kcal_mol": 1.6,
  "symbols": ["O", "C", "C", "C", "C", "C", "H", "H", "H", "H", "H", "H", "H", "H"],
  "xyz": [[-0.648954, 2.422265, -0.372218], [-0.342620, 1.281553, -0.117542], [-1.310744, 0.142654, 0.173939], [-0.518656, -1.142002, -0.089542], [0.981439, -0.778212, 0.088600], [1.086259, 0.751328, -0.034510], [-1.604657, 0.229791, 1.228696], [-2.219249, 0.249964, -0.424336], [-0.815456, -1.957405, 0.576560], [-0.703212, -1.485178, -1.113084], [1.592349, -1.285183, -0.664213], [1.346180, -1.114875, 1.064100], [1.570892, 1.216181, 0.832041], [1.640012, 1.087183, -0.916553]],
  "atomic_forces_ev_per_a": [[0.1, -0.5, 0.1], [-0.1, 0.3, 0.0], [0.0, 0.0, 0.0], [0.0, -0.1, 0.0], [0.1, -0.1, 0.0], [0.0, 0.0, 0.0], [0.1, 0.0, -0.1], [0.1, 0.0, 0.1], [0.0, 0.1, -0.1], [0.0, 0.1, 0.1], [-0.1, 0.1, 0.1], [-0.1, 0.1, -0.1], [-0.1, 0.0, -0.1], [-0.1, 0.0, 0.1]],
  "nbo_charge": [-0.533, 0.612, -0.528, -0.401, -0.406, -0.534, 0.233, 0.239, 0.214, 0.205, 0.214, 0.206, 0.240, 0.239]
}